Density functional theory data (ωB97M-V/def2-TZVPD) for 2 unconnected molecules or ions with the total composition C3H10NO2.

The geometry in ORCA input format:
```
! wB97M-V def2-TZVPD RIJCOSX def2/J DEFGRID3
* xyz 1 1
C -2.0969 -1.4234 -1.1857
O -1.4886 -1.9719 -2.0525
H -0.8619 -1.8457 0.4937
H 3.7855 0.5784 0.3113
H 3.1858 1.7452 1.1084
H 0.6063 -0.4988 -0.7885
H -0.6264 0.6367 -1.2153
C -1.3615 -0.9672 0.0722
O 2.9644 1.0598 0.4660
H -1.9934 -0.4637 0.8068
C -0.2766 0.0117 -0.4030
H 0.1011 1.9122 0.5078
N 0.2016 0.9192 0.7034
H -0.1979 0.7215 1.6215
H 1.2338 0.7951 0.8172
H -3.1750 -1.2090 -1.2634
*
```

LUMO level = -3.599 eV
orbital gap = 10.1 eV
highest occupied orbital energy = -13.7 eV



Density functional theory data (ωB97M-V/def2-TZVPD) for 2 unconnected molecules or ions with the total composition CHF3NO2S.

The geometry in ORCA input format:
```
! wB97M-V def2-TZVPD RIJCOSX def2/J DEFGRID3
* xyz -1 1
O -0.5220 1.9783 -2.2615
F 3.0737 0.4291 0.2741
C 1.9027 0.6199 0.8681
N -0.3040 0.7112 -0.1070
F 1.7652 -0.4221 1.7876
S -1.0845 0.8682 -1.5661
H -0.4038 1.6820 0.4031
O -1.1376 -0.4301 -2.3048
F 1.9077 1.7516 1.6596
*
```

LUMO level (alpha / beta) = 3.317 / 3.353 eV
orbital gap (alpha / beta) = 7.9 / 7.3 eV
highest occupied orbital energy (alpha / beta) = -4.5 / -3.9 eV